1.
The following is a DFT calculation (the ωB97M-V functional and the def2-TZVPD basis) of a molecular structure, C31H37IN4O2PdSi2.

Geometry (Å):
1 Pd 0.82 -0.48 -1.52
2 C 1.08 -4.21 -1.24
3 Si 2.60 -3.10 -1.12
4 C 3.23 -2.79 -2.86
5 C 3.96 -4.16 -0.31
6 C 2.23 -1.54 -0.24
7 C 3.18 -0.42 -0.44
8 C 4.50 -0.29 -0.01
9 C 5.14 0.93 -0.16
10 C 4.47 1.98 -0.78
11 C 3.19 1.77 -1.24
12 N 2.58 0.60 -1.07
13 Si 1.53 -1.43 1.47
14 C 2.77 -2.11 2.74
15 C -0.04 -2.41 1.73
16 C 1.27 0.36 1.96
17 H 0.64 -4.12 -2.24
18 H 0.32 -3.94 -0.52
19 H 1.34 -5.26 -1.08
20 H 3.27 -3.73 -3.42
21 H 4.23 -2.35 -2.86
22 H 2.58 -2.09 -3.40
23 H 4.22 -5.00 -0.96
24 H 3.65 -4.56 0.66
25 H 4.87 -3.57 -0.15
26 H 4.99 -1.13 0.47
27 H 6.15 1.06 0.20
28 H 4.94 2.95 -0.90
29 H 2.64 2.54 -1.77
30 H 3.04 -3.15 2.53
31 H 2.36 -2.07 3.75
32 H 3.70 -1.52 2.73
33 H 0.11 -3.48 1.57
34 H -0.82 -2.04 1.06
35 H -0.39 -2.27 2.76
36 H 2.23 0.89 2.00
37 H 0.79 0.44 2.94
38 H 0.64 0.87 1.23
39 N -1.39 3.04 -1.84
40 C -0.07 2.76 -1.61
41 N 0.31 3.03 -0.40
42 C -0.83 3.48 0.24
43 C -1.02 3.88 1.56
44 C -2.28 4.29 1.95
45 C -3.35 4.29 1.05
46 C -3.19 3.87 -0.26
47 C -1.92 3.47 -0.64
48 H -1.92 2.70 -2.63
49 H 0.57 2.41 -2.41
50 H -0.19 3.85 2.26
51 H -2.45 4.58 2.98
52 H -4.33 4.59 1.39
53 H -4.03 3.83 -0.95
54 I 2.12 0.93 -4.83
55 C -0.79 -0.15 -2.74
56 C -1.77 0.23 -3.65
57 C -2.82 -0.64 -3.85
58 C -2.88 -1.86 -3.17
59 C -1.85 -2.19 -2.32
60 N -0.85 -1.33 -2.17
61 H -1.70 1.16 -4.20
62 H -3.62 -0.37 -4.53
63 H -3.72 -2.54 -3.30
64 H -1.82 -3.11 -1.75
65 O -3.66 0.48 -0.66
66 C -2.84 0.47 0.29
67 O -1.62 0.21 0.26
68 C -3.42 0.82 1.67
69 C -4.72 1.30 1.80
70 C -5.22 1.65 3.05
71 C -4.43 1.52 4.18
72 C -3.14 1.03 4.06
73 C -2.63 0.69 2.81
74 H -5.31 1.39 0.90
75 H -6.24 2.03 3.13
76 H -4.83 1.79 5.16
77 H -2.51 0.93 4.94
78 H -1.62 0.34 2.68

The HOMO energy comes out at -0.062 Eh. The gap between HOMO and LUMO comes out at 6.3 eV. As for the energy relative to the best compared isomer or geometry (same formula, charge and spin): 0.0 kcal per mole. For the LUMO energy, the calculation gives 4.61 eV. As for the total charge: -2.

2.
The following is a DFT calculation (the ωB97M-V functional and the def2-TZVPD basis) of a molecular structure, C31H38BMoN8O2SSi at a distorted geometry.

Geometry (Å):
1 Mo 0.07 -0.29 0.28
2 C -2.29 -2.25 -1.82
3 C -2.73 -1.85 -0.38
4 C -3.95 -1.90 0.22
5 C -3.83 -1.43 1.53
6 C -4.90 -1.25 2.62
7 N -2.54 -1.05 1.67
8 N -1.85 -1.27 0.46
9 B -1.87 -0.52 2.89
10 N -0.61 -1.54 2.97
11 N 0.28 -1.52 1.88
12 C 1.11 -2.63 2.05
13 C 2.23 -3.00 1.12
14 C 0.75 -3.33 3.20
15 C -0.36 -2.66 3.71
16 C -1.16 -2.96 4.93
17 N -1.33 0.88 2.74
18 N -0.33 1.20 1.84
19 C -0.02 2.50 2.02
20 C 1.07 3.26 1.36
21 C -0.86 3.04 3.08
22 C -1.70 1.96 3.48
23 C -2.84 2.05 4.41
24 H -3.12 -2.87 -2.32
25 H -1.36 -2.83 -1.73
26 H -2.05 -1.34 -2.38
27 H -4.83 -2.28 -0.27
28 H -5.83 -0.96 2.12
29 H -4.54 -0.55 3.41
30 H -5.13 -2.22 3.11
31 H -2.42 -0.65 3.90
32 H 1.76 -3.28 0.16
33 H 2.79 -3.80 1.56
34 H 3.00 -2.18 1.00
35 H 1.26 -4.21 3.64
36 H -1.24 -1.98 5.45
37 H -0.65 -3.71 5.60
38 H -2.20 -3.22 4.67
39 H 1.11 3.06 0.26
40 H 2.01 3.09 1.88
41 H 0.87 4.31 1.51
42 H -0.84 4.04 3.45
43 H -3.58 1.23 4.29
44 H -3.28 3.09 4.38
45 H -2.39 2.08 5.38
46 C 6.01 -0.51 -3.56
47 Si 4.16 -0.91 -3.34
48 C 4.08 -2.85 -3.33
49 C 3.03 -0.26 -4.74
50 C 3.75 -0.14 -1.69
51 C 4.73 0.51 -0.95
52 C 4.50 0.84 0.41
53 C 3.24 0.64 0.93
54 N 2.27 0.14 0.15
55 C 2.49 -0.32 -1.09
56 S 1.04 -1.16 -1.65
57 H 6.30 -0.79 -4.62
58 H 6.55 -0.98 -2.74
59 H 6.24 0.58 -3.53
60 H 4.26 -3.32 -4.31
61 H 3.12 -3.22 -2.92
62 H 4.90 -3.16 -2.69
63 H 2.80 0.78 -4.47
64 H 2.11 -0.90 -4.85
65 H 3.45 -0.20 -5.72
66 H 5.69 0.76 -1.33
67 H 5.22 1.38 0.94
68 H 2.96 0.80 2.01
69 O -2.99 1.56 0.16
70 C -2.25 1.78 -0.83
71 N -0.95 1.36 -0.93
72 C -0.40 1.93 -2.08
73 O 0.80 2.00 -2.40
74 C -1.51 2.57 -2.82
75 C -1.49 3.23 -4.06
76 C -2.71 3.72 -4.58
77 C -3.79 3.82 -3.73
78 C -3.80 3.09 -2.52
79 C -2.64 2.50 -2.04
80 H -0.58 3.11 -4.72
81 H -2.83 4.02 -5.62
82 H -4.74 4.27 -4.15
83 H -4.71 3.07 -1.93

Its spin multiplicity is 3. The HOMO energy (alpha / beta) comes out at -0.412 / -0.422 Eh. The gap between HOMO and LUMO (alpha / beta) comes out at 6.4 / 7.6 eV. As for the energy relative to the best compared isomer or geometry (same formula, charge and spin): 0.0 kcal per mole. For the LUMO energy (alpha / beta), the calculation gives -4.84 / -3.92 eV. As for the total charge: +1.

3.
The following is a DFT calculation (the ωB97M-V functional and the def2-TZVPD basis) of a molecular structure, C31H38MnN4 at a distorted geometry.

Geometry (Å):
1 Mn -0.04 0.39 0.56
2 N 1.18 -3.45 2.94
3 N 1.19 2.85 2.27
4 C -1.19 0.23 -1.55
5 C -1.97 -0.30 -0.44
6 C -1.50 -1.65 -0.23
7 C -2.05 -2.57 0.73
8 H -2.94 -2.18 1.24
9 H -1.04 -2.78 1.79
10 H -2.20 -3.59 0.36
11 C -0.29 -1.83 -0.97
12 C 0.60 -3.01 -0.85
13 H 0.09 -3.94 -1.13
14 H 0.95 -3.16 0.19
15 H 1.49 -2.90 -1.48
16 C -0.14 -0.71 -1.84
17 C 0.85 -0.60 -2.94
18 H 1.87 -0.81 -2.59
19 H 0.84 0.41 -3.38
20 H 0.62 -1.31 -3.75
21 C -3.27 0.20 0.07
22 H -4.12 -0.29 -0.41
23 H -3.39 1.28 -0.06
24 H -3.36 0.01 1.15
25 C -1.71 1.26 -2.48
26 H -0.92 1.73 -3.07
27 H -2.22 2.06 -1.92
28 H -2.44 0.83 -3.19
29 C 2.25 -3.72 3.67
30 H 2.43 -4.78 3.92
31 C 3.15 -2.72 4.09
32 H 4.07 -3.02 4.58
33 C 2.88 -1.37 3.79
34 H 3.57 -0.58 4.10
35 C 1.69 -1.06 3.18
36 H 1.36 -0.04 2.99
37 C 0.83 -2.14 2.78
38 C -0.44 -1.88 2.20
39 H -1.06 -1.15 2.74
40 C 0.53 2.41 1.21
41 C 0.39 3.76 2.95
42 H 0.58 4.08 3.95
43 C -0.70 4.05 2.18
44 H -1.55 4.69 2.37
45 N -0.50 3.37 0.96
46 C -0.83 3.82 -0.33
47 C -2.07 4.46 -0.57
48 C -2.26 5.16 -1.77
49 H -3.20 5.68 -1.96
50 C -1.26 5.20 -2.74
51 C -1.45 6.01 -3.98
52 H -0.87 5.60 -4.81
53 H -1.12 7.04 -3.82
54 H -2.50 6.04 -4.25
55 C -0.06 4.51 -2.53
56 H 0.70 4.53 -3.31
57 C 0.17 3.80 -1.35
58 C 1.47 3.11 -1.15
59 H 2.14 3.65 -0.46
60 H 2.00 3.06 -2.11
61 H 1.36 2.07 -0.77
62 C -3.20 4.38 0.41
63 H -3.14 5.15 1.20
64 H -3.28 3.40 0.89
65 H -4.15 4.57 -0.11
66 C 4.28 -2.72 0.51
67 C 4.29 -1.18 0.43
68 C 2.98 -0.61 0.22
69 N 1.91 -0.15 0.29
70 H 3.65 -3.07 1.34
71 H 5.30 -3.11 0.68
72 H 3.91 -3.16 -0.42
73 H 4.68 -0.75 1.37
74 H 4.92 -0.85 -0.40

Its spin multiplicity is 6. The HOMO energy (alpha / beta) comes out at 0.085 / 0.083 Eh. The gap between HOMO and LUMO (alpha / beta) comes out at 2.0 / 2.1 eV. For the LUMO energy (alpha / beta), the calculation gives 4.31 / 4.31 eV. As for the total charge: -2.

4.
The following is a DFT calculation (the ωB97M-V functional and the def2-TZVPD basis) of a molecular structure, C31H38N5OSTl.

Geometry (Å):
1 Tl -0.38 -0.15 0.19
2 N 0.65 2.53 -0.49
3 C 1.78 2.56 0.44
4 C 2.90 1.65 -0.04
5 N 2.53 0.24 -0.09
6 C 3.18 -0.52 0.97
7 C 2.77 -0.17 2.39
8 N 1.37 -0.51 2.63
9 C 2.85 -0.39 -1.37
10 C 1.98 0.06 -2.52
11 N 0.61 -0.40 -2.33
12 H -0.13 3.08 -0.14
13 H 0.91 2.90 -1.39
14 H 2.21 3.57 0.56
15 H 1.43 2.23 1.42
16 H 3.23 2.00 -1.03
17 H 3.77 1.78 0.63
18 H 2.91 -1.56 0.81
19 H 4.27 -0.43 0.89
20 H 3.46 -0.71 3.05
21 H 2.92 0.90 2.59
22 H 1.22 -1.50 2.52
23 H 1.08 -0.24 3.56
24 H 3.91 -0.23 -1.65
25 H 2.71 -1.46 -1.24
26 H 1.96 1.15 -2.59
27 H 2.45 -0.30 -3.44
28 H 0.02 -0.12 -3.10
29 H 0.57 -1.42 -2.25
30 O -3.59 -0.59 -1.57
31 S -3.91 -0.10 -0.20
32 C -5.71 -0.09 -0.08
33 C -6.44 -0.70 -1.08
34 C -7.83 -0.68 -0.99
35 C -8.46 -0.04 0.07
36 C -7.70 0.58 1.05
37 C -6.32 0.57 0.98
38 C -3.64 -1.48 0.92
39 C -3.39 -1.23 2.27
40 C -3.12 -2.30 3.11
41 C -3.08 -3.59 2.60
42 C -3.32 -3.82 1.25
43 C -3.60 -2.76 0.40
44 H -5.93 -1.18 -1.90
45 H -8.42 -1.16 -1.76
46 H -9.54 -0.03 0.13
47 H -8.19 1.08 1.88
48 H -5.72 1.06 1.74
49 H -3.39 -0.22 2.65
50 H -2.91 -2.13 4.15
51 H -2.83 -4.42 3.25
52 H -3.28 -4.83 0.85
53 H -3.76 -2.91 -0.66
54 N 0.46 -2.37 0.17
55 C 0.31 -3.61 0.08
56 C 0.65 -4.56 1.22
57 C -0.26 -5.50 1.66
58 C 0.00 -6.29 2.78
59 C 1.20 -6.15 3.46
60 C 2.14 -5.23 3.01
61 C 1.86 -4.44 1.90
62 C -0.27 -4.27 -1.16
63 C -1.06 -3.51 -2.02
64 C -1.58 -4.06 -3.19
65 C -1.30 -5.38 -3.52
66 C -0.50 -6.14 -2.68
67 C 0.01 -5.59 -1.51
68 H -1.20 -5.63 1.13
69 H -0.74 -7.00 3.12
70 H 1.41 -6.77 4.33
71 H 3.09 -5.14 3.52
72 H 2.59 -3.73 1.55
73 H -1.28 -2.48 -1.76
74 H -2.21 -3.46 -3.83
75 H -1.70 -5.81 -4.43
76 H -0.27 -7.17 -2.94
77 H 0.63 -6.19 -0.86

The HOMO energy comes out at -0.236 Eh. The gap between HOMO and LUMO comes out at 6.7 eV. For the LUMO energy, the calculation gives 0.31 eV. As for the total charge: 0.

5.
The following is a DFT calculation (the ωB97M-V functional and the def2-TZVPD basis) of a molecular structure, C31H39AsN4Pd.

Geometry (Å):
1 Pd 0.29 0.19 0.12
2 C 1.33 2.85 2.96
3 C 2.08 1.53 2.71
4 C 2.98 1.48 1.46
5 N 2.61 0.34 0.64
6 C 3.37 -0.16 -0.26
7 C 4.68 0.36 -0.63
8 C 5.74 -0.31 -1.18
9 C 5.88 -1.65 -1.57
10 C 4.85 -2.59 -1.61
11 C 3.49 -2.47 -1.40
12 C 2.73 -1.31 -1.01
13 N 1.45 -1.17 -1.18
14 C 0.65 -2.20 -1.80
15 C 0.07 -3.26 -0.83
16 C -0.05 -2.86 0.64
17 N -0.86 -1.67 0.89
18 C -0.94 -1.29 2.12
19 C -0.31 -1.98 3.25
20 C -0.85 -2.22 4.47
21 C -2.07 -1.74 5.03
22 C -2.78 -0.65 4.55
23 C -2.50 0.21 3.49
24 C -1.51 0.08 2.45
25 N -1.01 1.04 1.74
26 C -1.13 2.41 2.18
27 C 0.19 3.17 1.98
28 H 2.05 3.68 2.93
29 H 0.93 2.83 3.98
30 H 1.35 0.72 2.61
31 H 2.68 1.30 3.60
32 H 4.04 1.47 1.74
33 H 2.83 2.40 0.86
34 H 4.84 1.40 -0.38
35 H 6.64 0.30 -1.31
36 H 6.87 -1.98 -1.88
37 H 5.17 -3.59 -1.91
38 H 2.91 -3.37 -1.56
39 H 1.20 -2.72 -2.60
40 H -0.19 -1.69 -2.27
41 H 0.71 -4.15 -0.84
42 H -0.91 -3.56 -1.21
43 H 0.97 -2.70 1.02
44 H -0.45 -3.71 1.21
45 H 0.65 -2.44 3.04
46 H -0.27 -2.87 5.12
47 H -2.41 -2.19 5.95
48 H -3.65 -0.36 5.14
49 H -3.11 1.11 3.43
50 H -1.43 2.47 3.24
51 H -1.91 2.94 1.61
52 H -0.03 4.24 2.06
53 H 0.51 2.99 0.95
54 C -0.60 3.94 -2.60
55 As -0.26 2.14 -1.66
56 C -1.34 1.17 -3.00
57 C 1.54 1.90 -2.52
58 C 1.70 2.30 -3.95
59 C 1.38 1.40 -4.98
60 C 1.49 1.76 -6.31
61 C 1.93 3.03 -6.67
62 C 2.26 3.93 -5.66
63 C 2.14 3.57 -4.33
64 H -0.40 3.94 -3.68
65 H 0.00 4.71 -2.12
66 H -1.66 4.18 -2.44
67 H -1.13 1.51 -4.02
68 H -2.39 1.36 -2.77
69 H -1.15 0.10 -2.91
70 H 1.75 0.84 -2.38
71 H 2.23 2.45 -1.88
72 H 1.05 0.40 -4.71
73 H 1.24 1.04 -7.08
74 H 2.02 3.31 -7.71
75 H 2.60 4.92 -5.92
76 H 2.39 4.28 -3.55

The HOMO energy comes out at 0.042 Eh. The gap between HOMO and LUMO comes out at 3.4 eV. For the LUMO energy, the calculation gives 4.60 eV. As for the total charge: -2.

6.
The following is a DFT calculation (the ωB97M-V functional and the def2-TZVPD basis) of a molecular structure, C31H39Cl5N2OPRbS2.

Geometry (Å):
1 Rb 0.44 0.92 0.77
2 C -2.98 1.94 0.33
3 N -2.66 1.11 1.49
4 C -3.17 -0.23 1.29
5 C -2.63 -1.27 2.28
6 N -1.23 -1.59 2.11
7 C -0.96 -2.19 0.81
8 C -0.64 -2.35 3.17
9 C -1.46 -3.02 4.08
10 C -0.94 -3.76 5.14
11 C 0.43 -3.85 5.28
12 C 1.25 -3.20 4.38
13 C 0.77 -2.42 3.31
14 S 1.94 -1.61 2.29
15 C -3.00 1.77 2.72
16 C -4.10 1.33 3.46
17 C -4.47 1.94 4.66
18 C -3.73 3.02 5.11
19 C -2.65 3.47 4.37
20 C -2.24 2.87 3.17
21 S -0.85 3.53 2.34
22 H -4.07 2.00 0.16
23 H -2.51 1.52 -0.57
24 H -2.58 2.94 0.48
25 H -2.91 -0.52 0.27
26 H -4.27 -0.27 1.33
27 H -3.27 -2.17 2.15
28 H -2.79 -0.91 3.29
29 H -1.58 -3.08 0.63
30 H 0.10 -2.46 0.76
31 H -1.16 -1.48 0.00
32 H -2.53 -2.97 3.97
33 H -1.62 -4.26 5.83
34 H 0.87 -4.42 6.09
35 H 2.33 -3.25 4.49
36 H -4.68 0.49 3.12
37 H -5.31 1.56 5.22
38 H -3.98 3.51 6.04
39 H -2.06 4.31 4.72
40 Cl 3.91 2.57 -6.64
41 C 2.90 2.24 -5.27
42 C 3.40 1.59 -4.15
43 Cl 5.07 1.13 -4.12
44 C 2.59 1.32 -3.06
45 Cl 3.22 0.56 -1.64
46 C 1.19 1.62 -3.04
47 O 0.45 1.30 -2.08
48 C 0.73 2.35 -4.19
49 Cl -0.90 2.91 -4.14
50 C 1.55 2.63 -5.26
51 Cl 0.92 3.50 -6.63
52 C 1.95 -1.92 -4.28
53 C 1.17 -1.91 -2.96
54 C 1.95 -2.62 -1.85
55 P -0.61 -2.45 -2.87
56 C -0.63 -4.32 -2.98
57 C 0.22 -5.06 -4.02
58 C -2.09 -4.78 -3.06
59 C -1.44 -1.82 -4.42
60 C -1.14 -2.42 -5.79
61 C -1.26 -0.30 -4.44
62 H 2.96 -1.53 -4.09
63 H 1.50 -1.27 -5.03
64 H 2.05 -2.91 -4.71
65 H 1.09 -0.86 -2.65
66 H 2.03 -3.69 -2.02
67 H 1.49 -2.46 -0.87
68 H 2.96 -2.21 -1.79
69 H -0.26 -4.61 -1.99
70 H -0.04 -4.78 -5.04
71 H 0.08 -6.14 -3.91
72 H 1.28 -4.86 -3.89
73 H -2.53 -4.55 -4.03
74 H -2.70 -4.29 -2.29
75 H -2.16 -5.86 -2.91
76 H -2.49 -2.02 -4.20
77 H -0.08 -2.37 -6.04
78 H -1.68 -1.86 -6.56
79 H -1.45 -3.46 -5.87
80 H -0.25 -0.02 -4.73
81 H -1.44 0.15 -3.46
82 H -1.95 0.16 -5.15

The HOMO energy comes out at -0.062 Eh. The gap between HOMO and LUMO comes out at 5.5 eV. As for the energy relative to the best compared isomer or geometry (same formula, charge and spin): 2.5 kcal per mole. For the LUMO energy, the calculation gives 3.78 eV. As for the total charge: -2.

Number 1: E -70143.746 eV. Number 2: E -70023.600 eV. Number 3: E -70036.651 eV. Number 4: E -57789.222 eV. Number 5: E -103054.918 eV. Number 6: E -132038.530 eV.